# 1
Formula: H42O21
Source: the Open Molecules 2025 dataset
Level of theory: ωB97M-V/def2-TZVPD

Results
2S+1	1
total charge	0

The geometry in XYZ format:
```
63
Properties=species:S:1:pos:R:3:nbo_charge:R:1
O 1.72 -0.35 -0.53 -0.980
H 1.15 -0.47 0.25 0.465
H 1.27 0.55 -0.65 0.488
O 3.02 -3.21 1.19 -0.993
H 2.22 -2.95 0.72 0.491
H 2.92 -2.95 2.11 0.500
O -1.34 3.83 0.00 -0.974
H -1.95 4.34 0.57 0.489
H -1.67 2.94 0.23 0.492
O 4.51 -0.90 0.25 -0.995
H 3.93 -1.49 0.74 0.524
H 5.38 -1.25 0.08 0.486
O -1.24 -1.21 0.16 -1.020
H -0.61 -1.98 0.29 0.515
H -2.13 -1.52 0.37 0.520
O 0.10 -0.54 2.29 -1.004
H -0.58 -0.08 2.81 0.465
H -0.62 -0.74 1.60 0.490
O 0.45 -3.59 0.14 -1.054
H 0.21 -4.21 0.82 0.524
H 0.26 -3.47 -0.81 0.539
O -3.28 1.26 2.63 -0.969
H -3.45 1.69 1.77 0.499
H -2.81 0.49 2.30 0.453
O 2.40 -1.45 3.11 -0.969
H 1.58 -1.48 3.62 0.486
H 2.48 -0.52 2.86 0.496
O 4.58 1.44 1.41 -0.958
H 3.71 1.14 1.09 0.480
H 5.22 0.94 0.88 0.474
O 1.51 1.99 1.55 -0.991
H 1.65 2.31 0.65 0.491
H 0.71 1.47 1.68 0.481
O -4.42 -0.60 -1.23 -0.951
H -3.90 -1.41 -1.08 0.476
H -3.78 -0.11 -1.78 0.494
O -3.36 1.39 -0.07 -0.996
H -2.62 0.77 -0.12 0.486
H -3.93 0.92 -0.74 0.489
O -1.95 0.61 -2.04 -0.990
H -1.06 0.34 -1.77 0.519
H -1.92 1.53 -2.30 0.484
O -0.49 -2.69 -2.31 -0.966
H -0.10 -1.80 -2.25 0.507
H -0.12 -3.14 -3.08 0.488
O 3.71 -0.11 -2.24 -0.987
H 3.96 -0.26 -1.28 0.504
H 3.50 -1.03 -2.45 0.457
O 1.51 3.70 -0.73 -0.973
H 2.31 4.06 -0.34 0.489
H 0.81 4.11 -0.16 0.498
O -3.62 -1.18 1.65 -0.983
H -4.37 -1.23 1.05 0.492
H -3.91 -0.76 2.47 0.501
O -2.83 -3.54 -0.02 -0.971
H -3.52 -3.56 -0.70 0.482
H -2.04 -4.06 -0.22 0.496
O -0.38 4.47 -2.76 -0.939
H -1.26 4.23 -3.09 0.460
H -0.40 4.06 -1.87 0.481
O 0.71 1.50 -2.07 -1.004
H 1.66 1.36 -2.31 0.519
H 0.52 2.40 -2.34 0.500
```

=====

# 2
Formula: C10H10N2O
Source: the Open Molecules 2025 dataset
Level of theory: ωB97M-V/def2-TZVPD

Results
SMILES	CC1(C)O[C@@]1(C#N)c1ccccn1
2S+1	1
total charge	0

The geometry in XYZ format:
```
23
Properties=species:S:1:pos:R:3:nbo_charge:R:1
C 3.05 -0.04 0.50 -0.631
C 1.76 -0.26 -0.14 0.252
C 1.29 -1.67 0.20 -0.656
O 1.50 0.23 -1.43 -0.441
C 0.80 0.82 -0.38 0.085
C 1.09 2.18 -0.02 0.252
N 1.41 3.27 0.08 -0.282
C -0.81 0.47 -0.18 0.241
C -1.54 0.06 -1.32 -0.253
C -2.92 -0.09 -1.11 -0.173
C -3.49 0.03 0.15 -0.258
C -2.58 0.41 1.18 0.062
N -1.30 0.57 1.01 -0.440
H 3.78 -0.66 0.10 0.223
H 3.04 -0.20 1.60 0.229
H 3.27 0.98 0.43 0.226
H 2.00 -2.31 0.57 0.219
H 0.95 -2.33 -0.61 0.234
H 0.62 -1.65 1.12 0.233
H -1.03 0.15 -2.27 0.237
H -3.42 -0.48 -1.99 0.220
H -4.55 -0.21 0.44 0.234
H -2.93 0.74 2.07 0.186
```

=====

# 3
Formula: C5H9ClOS
Source: the Open Molecules 2025 dataset
Level of theory: ωB97M-V/def2-TZVPD

Results
SMILES	C[C@H](Cl)CC(=S)CO
2S+1	1
total charge	0

The geometry in XYZ format:
```
17
Properties=species:S:1:pos:R:3:nbo_charge:R:1
C -1.85 1.18 0.97 -0.635
C -1.54 0.38 -0.36 -0.158
Cl -2.96 -0.72 -0.70 -0.093
C -0.23 -0.48 -0.29 -0.532
C 1.08 0.26 -0.25 -0.017
S 1.17 1.83 -0.80 0.001
C 2.28 -0.59 0.05 -0.156
O 2.14 -1.97 -0.07 -0.699
H -2.87 1.49 0.98 0.226
H -1.33 2.10 1.00 0.227
H -1.62 0.58 1.90 0.211
H -1.54 1.11 -1.28 0.241
H -0.18 -1.08 -1.17 0.250
H -0.36 -1.25 0.50 0.248
H 3.08 -0.16 -0.56 0.199
H 2.55 -0.44 1.06 0.214
H 2.18 -2.25 -0.99 0.473
```

=====

# 4
Formula: C34H43BrN2O13P2S
Source: the Open Molecules 2025 dataset
Level of theory: ωB97M-V/def2-TZVPD

Results
SMILES	CCSCc1c(OC(=O)c2ccccc2)c(COC(C)=O)c(COc2ccccc2)c2ncc(Br)nc12.COP(=O)(OC)OC.COP(=O)(OC)OC
2S+1	1
total charge	0

The geometry in XYZ format:
```
96
Properties=species:S:1:pos:R:3:lowdin_charge:R:1
C 4.49 -2.60 2.92 -0.173
C 3.37 -1.63 3.33 -0.549
S 1.99 -1.79 2.16 0.899
C 0.47 -1.31 3.06 -0.383
C -0.39 -0.52 2.11 -0.158
C -0.57 0.83 2.23 -0.136
O 0.01 1.57 3.25 0.065
C 1.38 1.76 3.12 -0.368
O 2.16 1.06 3.69 0.158
C 1.88 2.92 2.30 -0.137
C 2.10 4.11 2.98 -0.030
C 2.61 5.22 2.32 -0.084
C 2.86 5.11 0.96 -0.088
C 2.64 3.92 0.29 -0.064
C 2.15 2.81 0.94 -0.006
C -1.37 1.52 1.27 -0.033
C -1.57 3.00 1.45 -0.095
O -1.05 3.75 0.33 -0.025
C -1.58 5.03 0.39 -0.503
C -0.75 6.07 1.10 0.041
O -2.65 5.28 -0.08 0.133
C -1.95 0.85 0.22 -0.042
C -2.77 1.60 -0.82 -0.108
O -4.05 1.02 -1.02 -0.064
C -4.99 1.36 -0.08 -0.264
C -5.14 2.63 0.47 -0.020
C -6.14 2.89 1.38 -0.080
C -7.03 1.90 1.77 -0.096
C -6.87 0.63 1.22 -0.088
C -5.87 0.36 0.31 -0.008
C -1.79 -0.56 0.10 -0.129
N -2.40 -1.20 -0.95 0.181
C -2.22 -2.49 -0.94 -0.143
C -1.44 -3.17 0.03 -0.714
Br -1.28 -5.06 -0.10 0.749
N -0.83 -2.58 1.00 0.114
C -1.02 -1.23 1.05 -0.157
H 4.38 -3.57 3.40 0.071
H 4.60 -2.67 1.84 0.049
H 5.42 -2.15 3.28 0.073
H 3.10 -1.81 4.36 0.084
H 3.78 -0.63 3.23 0.048
H 0.67 -0.77 3.98 0.083
H -0.04 -2.24 3.31 0.075
H 1.92 4.18 4.05 0.126
H 2.79 6.11 2.90 0.109
H 3.24 5.98 0.44 0.107
H 2.88 3.89 -0.77 0.110
H 2.00 1.87 0.42 0.128
H -2.65 3.17 1.49 0.124
H -1.18 3.37 2.40 0.136
H -0.40 6.82 0.39 0.098
H 0.07 5.57 1.60 0.056
H -1.40 6.52 1.85 0.096
H -2.79 2.66 -0.64 0.095
H -2.22 1.47 -1.76 0.142
H -4.48 3.44 0.17 0.097
H -6.26 3.87 1.82 0.105
H -7.84 2.09 2.46 0.099
H -7.58 -0.13 1.51 0.103
H -5.81 -0.64 -0.10 0.117
H -2.68 -3.07 -1.74 0.103
C -5.93 3.44 -5.25 -0.098
O -4.57 3.13 -5.61 -0.222
P -4.12 1.56 -5.71 0.460
O -2.65 1.63 -5.80 -0.247
O -4.87 1.28 -7.11 -0.253
C -4.32 1.86 -8.29 -0.105
O -4.50 0.10 -5.18 -0.206
C -3.78 -0.37 -4.02 -0.094
H -6.07 4.51 -5.35 0.087
H -6.63 2.92 -5.90 0.086
H -6.12 3.15 -4.21 0.083
H -3.27 2.15 -8.15 0.081
H -4.90 2.73 -8.59 0.085
H -4.37 1.11 -9.08 0.086
H -3.64 0.42 -3.29 0.053
H -2.81 -0.77 -4.33 0.092
H -4.36 -1.17 -3.56 0.088
C 6.24 -4.93 -0.17 -0.099
O 6.96 -5.23 1.04 -0.226
P 7.32 -6.80 1.35 0.457
O 7.77 -6.77 2.75 -0.245
O 8.51 -6.89 0.26 -0.253
C 9.73 -6.21 0.55 -0.102
O 6.87 -8.31 1.03 -0.214
C 5.99 -8.94 1.97 -0.096
H 6.19 -3.85 -0.27 0.084
H 6.75 -5.34 -1.05 0.086
H 5.23 -5.33 -0.11 0.086
H 9.82 -5.97 1.61 0.082
H 9.78 -5.29 -0.03 0.085
H 10.55 -6.86 0.25 0.087
H 5.23 -8.26 2.34 0.085
H 6.57 -9.33 2.80 0.090
H 5.50 -9.77 1.46 0.086
```

=====

# 5
Formula: C4H13NO3
Source: the Open Molecules 2025 dataset
Level of theory: ωB97M-V/def2-TZVPD

Results
2S+1	1
total charge	0

The geometry in XYZ format:
```
21
Properties=species:S:1:pos:R:3:nbo_charge:R:1
C -0.26 -0.34 1.56 -0.442
N -0.41 -0.60 0.15 -0.510
C 4.20 1.02 -0.70 -0.894
C -1.54 -0.15 -0.43 0.161
C -2.31 -1.04 -1.27 0.317
O -3.46 -0.89 -1.62 -0.457
H -0.46 0.64 2.01 0.222
H 0.69 -0.74 1.89 0.281
H -0.99 -1.02 2.00 0.209
H 0.49 -0.45 -0.39 0.495
H 3.53 0.20 -0.27 0.292
H 5.16 0.61 -1.02 0.196
H 3.68 1.53 -1.51 0.191
H -1.80 0.90 -0.29 0.203
H -1.78 -1.94 -1.58 0.145
H 4.51 1.80 0.00 0.193
H 2.59 -1.75 0.20 0.439
O 2.29 -0.82 0.18 -1.038
H -5.19 1.62 0.27 0.470
H -4.21 0.49 0.07 0.467
O -4.71 0.94 0.74 -0.939
```

=====

Number 1: maximum force 3.12 eV Å⁻¹, gap between HOMO and LUMO 9.83 eV, lowest unoccupied orbital energy -0.34 eV. Number 2: maximum force 4.08 eV Å⁻¹, gap between HOMO and LUMO 10.56 eV, lowest unoccupied orbital energy 0.74 eV. Number 3: maximum force 2.45 eV Å⁻¹, gap between HOMO and LUMO 8.51 eV, lowest unoccupied orbital energy -0.45 eV. Number 4: maximum force 5.32 eV Å⁻¹, gap between HOMO and LUMO 7.61 eV, lowest unoccupied orbital energy -0.76 eV. Number 5: maximum force 2.77 eV Å⁻¹, gap between HOMO and LUMO 4.48 eV, lowest unoccupied orbital energy -3.82 eV.